No. 1
The following is a DFT calculation (wB97M-V/def2-TZVPD) of the molecule C22H20Br2N2O2 in a non-equilibrium geometry.

Element x y z (Å)
H -4.44562 0.58585 -5.88819
H -3.26748 -0.14098 -0.38526
H 2.22061 1.97827 0.89983
C 6.20573 -2.10462 3.85331
C -0.80253 0.84774 -0.22320
H 2.03008 -0.61057 3.37584
H 7.27834 -1.81001 3.93312
C 6.45797 -3.51440 5.92136
Br 1.74823 -3.57083 3.47710
H -6.95087 2.42702 -3.09649
H 7.54939 -3.43374 5.75527
C 3.52450 -2.90749 3.66320
H -2.58919 0.40348 -4.27519
C -4.89641 2.72078 -5.78209
H 0.16346 -1.68781 1.88148
H -4.28685 3.51996 -5.42201
C 0.34814 1.63779 -0.07911
C 4.04969 -1.93161 2.80130
H -6.55092 3.99606 -5.10335
H -4.87420 2.67334 -6.86632
C -3.18326 1.30123 -4.18253
H 3.05740 0.61379 2.60005
C -0.82938 -0.38867 0.46623
C 5.64311 -3.01516 4.76949
N -3.10133 0.58383 -1.09990
C 1.39486 1.28417 0.75392
H 6.19604 -4.57786 6.11662
C 0.18511 -0.74170 1.30544
C 1.33091 0.06325 1.46958
H -2.52061 2.15215 -4.11200
C 4.34274 -3.44215 4.65141
C -5.25815 1.37996 -4.01289
H 3.92879 -4.13666 5.36000
C -6.33292 2.94194 -5.22118
C -1.91218 1.26949 -1.09772
C 5.38844 -1.53801 2.89514
Br 6.11376 -0.12841 1.76209
C 2.48127 -0.30823 2.41233
O 3.23359 -1.39985 1.87586
C -6.35730 2.19537 -3.96395
H -7.07346 2.53851 -5.92293
C -4.38472 1.42836 -5.21920
H -1.66765 -1.11871 0.42407
H 6.24278 -2.95111 6.82569
N -4.25562 0.87301 -1.82358
O -1.78528 2.31090 -1.75415
H 0.41919 2.56570 -0.62379
C -4.20818 1.16664 -3.09471

Computed properties:
SMILES string: Cc1cc(Br)c(OCc2ccc(C(=O)N/N=C3\C[C@@H]4CCC=C34)cc2)c(Br)c1
Highest occupied orbital energy: -8.082 eV
Kohn-Sham gap: 8.28 eV
Lowest unoccupied orbital energy: 0.2 eV
Relative energy (zero: lowest compared OMol25 entry of this formula, charge and spin): 165.56 kJ/mol
Net charge: 0
Molar mass: 504.22 g/mol

No. 2
The following is a DFT calculation (wB97M-V/def2-TZVPD) of a structure of composition C45H116N8O18Sr2 in a non-equilibrium geometry.

Element x y z (Å)
H -4.45995 -0.30257 -0.97387
C -4.07668 1.46769 0.21679
H 2.43408 2.11437 3.99375
C 0.27582 0.67241 -1.19569
C 5.61754 -3.47884 1.75106
H -6.45053 -5.68767 4.41985
C 1.14383 -3.26671 -4.12054
H 3.53045 -3.80640 -3.42712
H -0.87417 -5.21242 4.01125
C -3.51985 3.66146 0.98251
H 0.41804 -6.76425 2.22434
O 4.57887 -4.42082 2.08711
C 0.97056 4.01730 -4.16510
C -2.78726 1.06658 4.01844
H -2.35757 -5.14268 2.99148
H 0.51701 3.02628 -4.18163
C -1.32939 -4.80091 3.11040
H -5.48065 -1.65157 1.42270
H 6.19806 -2.17667 -2.44575
H 0.53939 -4.17341 -4.09517
H 4.66092 -0.63630 2.67639
H -4.36990 4.22295 0.59489
C 4.45892 -5.45754 1.13182
H -4.03853 -1.39662 2.25681
C -6.92055 -4.94829 3.77139
O 3.88319 1.32277 -2.02098
H -0.79959 -0.18928 -5.89396
H 5.96201 -1.27285 -0.85884
H -4.75996 1.34702 -2.45849
H -7.99235 -5.12649 3.85856
O -1.18490 4.04701 4.09702
H -3.97685 1.00524 1.19877
H 1.09508 3.51987 -0.25270
H -3.54623 1.83916 3.89527
H 2.69139 5.40398 -0.68979
H -2.00546 -1.72612 -1.53758
H 2.19667 5.01396 -2.68372
H 1.95081 6.04492 -5.50814
C -1.82361 -2.65154 -0.99111
N 0.30335 4.57695 -1.83786
C -3.75180 0.52589 -0.95722
H 1.92648 3.32859 -2.40163
H -2.81131 0.00455 -0.77900
H 0.81256 -1.02047 3.49316
C 0.80191 4.54850 -0.46265
H -2.66360 4.33551 1.00679
H 1.92529 3.79779 4.21842
C 3.89021 1.55673 -0.63243
H 4.91392 1.54031 -0.25848
C -2.46979 3.29630 -5.42808
O 4.83432 0.73395 4.27600
O -3.27499 -0.13726 4.59864
H 2.53166 -4.55272 -2.24227
H -0.31514 -2.50294 -5.54487
C 1.81332 5.59181 -0.07188
C -3.12033 0.41587 -3.26269
H 0.14571 4.73998 2.64340
O 0.21712 1.11928 -2.29866
H -7.72414 -4.02657 5.88063
H 5.10560 0.92809 -4.43163
H 3.24113 5.56346 -4.42351
C -1.99587 5.18057 3.97033
C 4.50599 1.83666 -4.37621
H 6.19514 2.89190 -5.09498
C -6.24032 -2.63767 6.35987
H 4.69137 -5.09770 0.12953
H 3.47229 -0.68567 3.87330
C -4.50142 -1.03542 6.51603
H 3.25162 1.38367 -5.75496
H -1.42441 -3.75636 3.40705
H -2.24089 -3.50587 1.02380
H -1.88779 5.71746 4.91276
C 5.13006 2.82895 -5.31801
C -0.09768 -6.11725 1.51475
H 4.05281 3.20910 -2.68887
H -2.24681 -3.69917 -2.88140
C 2.69730 5.27271 -5.32229
H -7.94753 -2.45872 5.10843
H -1.95026 1.56619 4.50621
H -3.74938 -0.44973 -3.47037
H 1.98156 -3.53389 -4.76469
H -4.73435 -0.75423 7.54305
H 3.07612 7.75769 -0.04352
O -0.45816 1.20943 -0.34028
H -2.84752 0.49296 -5.30479
N -5.71452 -1.42037 5.83569
C -4.52768 -2.13966 1.62695
H 3.49675 2.53532 -0.35740
C 1.43061 4.24025 -2.73492
H 5.49561 -2.89263 0.84024
H 5.58650 2.32081 -2.48788
H 3.37947 5.22199 -6.17092
C 2.09456 7.83646 0.42384
H 0.13664 5.57080 -1.77031
H -1.77590 5.96967 3.25128
H -3.44972 -3.96759 -1.63098
H 6.57629 -3.97707 1.60734
H -1.99252 -4.75541 -1.48803
H 0.20381 4.74781 -4.42304
C 0.28349 -0.24504 -6.00308
H 2.72789 2.53007 -4.75555
H -1.90028 -1.73780 0.90612
C -2.38831 -3.79037 -1.80448
H 1.06027 -2.89245 -2.17496
H 3.24071 -7.18254 0.84124
N 2.12409 -5.35268 0.45454
C 0.78620 -5.97394 0.27683
H -0.07264 4.60449 0.18552
N -3.76756 1.25064 -2.29738
Sr -1.74811 2.76891 -1.86733
H 1.25550 -0.69873 0.74171
H -0.13641 1.74287 3.20560
C -3.19306 1.21171 -4.56175
H 3.39290 0.70982 -0.15965
H 1.98466 -4.53703 1.03366
C 1.57296 2.77146 4.11537
C -3.79975 0.16162 5.88991
H -2.95387 0.53989 6.46393
O -6.53873 -3.68215 4.25865
H -3.77863 -1.85037 6.55551
C 4.09983 0.02550 3.33616
C 4.56667 2.26477 -2.86855
Sr 2.38904 -0.28223 -3.08213
H -3.01451 4.80986 3.85614
O 4.25219 -1.68681 -2.11749
H -1.05893 -6.56406 1.26089
H -0.51892 -1.87453 -3.86322
H 2.92743 -6.28365 2.23235
C 0.50486 2.61233 3.06097
H -0.20723 -3.13934 -0.05241
H 2.14827 5.39389 0.94632
N -0.42485 -2.78755 -0.97381
C 5.67958 -1.38445 -1.90568
O -3.19425 2.53920 0.18463
H -5.12244 1.75743 0.11414
H 0.79481 -6.95133 -0.20560
N 1.26983 2.43233 1.88179
C 0.43213 -1.30018 2.51075
H 0.73974 0.74480 -5.99059
H 2.09114 7.58136 1.48356
H -5.46858 -3.37994 6.56369
H -0.06649 -1.84329 -0.98172
N 1.74363 -2.77533 -2.90940
H 5.81957 -2.74080 2.52733
C -0.43302 3.86744 2.94646
H -2.33569 0.79225 3.06506
H 4.72526 -3.61356 -1.48473
H 3.52231 0.70495 2.70933
H 1.75669 8.87206 0.38543
O 2.03646 4.01297 -5.14606
H -6.61874 -5.09494 2.73432
H 3.46384 -2.81183 -0.52212
H -3.72587 3.38029 2.01527
H 4.81656 0.26202 5.11180
O 1.48267 -0.98488 1.62947
H -2.09329 0.20256 -2.96638
H 5.85837 -0.44513 -2.42894
C 3.86426 -2.94649 -1.52692
H 4.98076 2.64004 -6.38108
H 0.74230 2.01074 1.13075
H 1.92603 1.68128 2.04126
O 1.10214 -0.19937 -0.94022
H 0.39517 -0.74265 -6.96642
O -0.44638 -4.80921 1.97588
H -1.17778 3.52195 2.22948
H -3.48145 3.69506 -5.50314
H 5.27095 -6.16540 1.29811
H -2.24562 2.76913 -6.35540
H 0.22820 -2.37038 2.54510
H -5.56781 -1.50600 4.84008
O -2.41140 2.38260 -4.32947
C 2.90381 -3.58018 -2.56442
O 0.84450 -0.97176 -4.90104
H -4.68881 -3.09563 2.12521
N 3.13272 1.60499 -4.77671
H -6.86434 -2.50643 7.24388
H 1.15917 2.44123 5.06817
H -4.63362 0.86314 5.91478
H -0.44263 -0.74728 2.16841
O 1.25219 6.88595 -0.18626
C -7.20854 -3.21929 5.36049
H -1.86453 4.19404 -5.30226
O -3.82866 -2.36237 0.42458
C 3.13742 -6.14886 1.17130
H -4.22977 1.48524 -4.75801
H 4.80612 3.85517 -5.14468
C -2.39692 -2.59335 0.44842
H 0.19240 -5.34662 -0.38798
C 0.18886 -2.15240 -4.64420

Computed properties:
Highest occupied orbital energy: -11.470 eV
Kohn-Sham gap: 7.28 eV
Lowest unoccupied orbital energy: -4.2 eV
Net charge: +2
Molar mass: 1232.70 g/mol

No. 3
The following is a DFT calculation (wB97M-V/def2-TZVPD) of a cluster of 2 separate species, CH6O in total in a non-equilibrium geometry.

Element x y z (Å)
H 2.00881 -0.30277 -0.04013
H -2.32205 -0.45244 0.29753
C 1.11567 0.09101 -0.57110
H -1.86755 0.15322 1.69566
H 0.31321 0.26499 0.17757
H 1.62996 0.92197 -1.04753
H 0.65100 -0.49768 -1.36075
O -1.52905 -0.17832 0.84875

Computed properties:
2S+1: 2
Highest occupied orbital energy (alpha / beta): -19.475 / -17.356 eV
Kohn-Sham gap (alpha / beta): 15.53 / 5.21 eV
<S²>: 0.756
Lowest unoccupied orbital energy (alpha / beta): -3.9 / -12.1 eV
Relative energy (zero: lowest compared OMol25 entry of this formula, charge and spin): 0.00 kJ/mol
Net charge: +1
Molar mass: 34.06 g/mol